# 1
This record from the OMol25 dataset describes a molecular structure, C22H39BGeN7O3V at a distorted geometry. The level of theory is ωB97M-V/def2-TZVPD.

As for the spin multiplicity: 3. For the energy relative to the best compared isomer or geometry (same formula, charge and spin), the calculation gives 27.6 kcal per mole. The gap between HOMO and LUMO (spin up / spin down) comes out at 0.322 / 0.341 hartree. As for the charge: 0.

Atoms and positions in Å:
1 V 0.12725 -0.12596 -0.74357
2 C 1.49499 -3.98565 -2.29882
3 C 0.91653 -3.57421 -0.94133
4 C 0.94964 -4.75038 0.04192
5 C -0.49059 -3.06698 -1.06317
6 C -1.67085 -3.79777 -1.24904
7 C -2.68849 -2.86367 -1.21545
8 N -2.15012 -1.65799 -0.99993
9 N -0.81202 -1.77912 -0.90300
10 B -2.88624 -0.36175 -0.60662
11 N -2.31397 0.87406 -1.35271
12 C -3.05578 1.84464 -1.90691
13 C -2.26389 2.95858 -2.07593
14 C -0.99695 2.59226 -1.60229
15 N -1.05165 1.32744 -1.16774
16 C 0.21309 3.48141 -1.56430
17 C 0.74499 3.75186 -2.97763
18 C 1.32475 2.95075 -0.66388
19 N -2.65433 -0.14192 0.88915
20 C -3.59156 -0.06727 1.85122
21 C -2.95059 0.11700 3.04841
22 C -1.57745 0.14730 2.72781
23 N -1.41199 -0.00913 1.41453
24 C -0.49243 0.33216 3.75107
25 C 0.89688 0.53023 3.16278
26 C -0.48707 -0.85220 4.72687
27 H 2.45060 -4.49155 -2.15705
28 H 1.66519 -3.11441 -2.92984
29 H 0.81517 -4.66424 -2.81756
30 H 1.53169 -2.76698 -0.53431
31 H 0.43773 -5.61692 -0.38010
32 H 0.46029 -4.48912 0.98084
33 H 1.98134 -5.03199 0.25318
34 H -1.77263 -4.85490 -1.42221
35 H -3.75215 -2.98629 -1.32886
36 H -4.05023 -0.47804 -0.84635
37 H -4.09638 1.68376 -2.13285
38 H -2.56359 3.91116 -2.47821
39 H -0.13381 4.43639 -1.15987
40 H 1.13868 2.83774 -3.42162
41 H 1.55370 4.48272 -2.93383
42 H -0.04026 4.13894 -3.62753
43 H 1.81957 2.10160 -1.14017
44 H 0.93884 2.64109 0.30866
45 H 2.08126 3.71821 -0.50636
46 H -4.63961 -0.15584 1.61608
47 H -3.39191 0.22730 4.02467
48 H -0.75546 1.22794 4.32335
49 H 1.20882 -0.35589 2.61538
50 H 1.61631 0.71067 3.96219
51 H 0.92240 1.37763 2.47841
52 H -0.25418 -1.77753 4.19647
53 H -1.45412 -0.96890 5.21690
54 H 0.27129 -0.69682 5.49587
55 C -0.59088 1.39306 -5.21318
56 Ge -0.28544 -0.36581 -4.35186
57 C -2.06440 -1.22773 -4.29699
58 C 0.76920 -1.44667 -5.63620
59 C 0.79399 -0.18844 -2.70702
60 H -1.04574 1.23528 -6.19277
61 H 0.34783 1.92988 -5.35705
62 H -1.25901 2.01971 -4.62129
63 H -2.47747 -1.19118 -5.30713
64 H -2.75085 -0.71056 -3.63055
65 H -1.99818 -2.27241 -3.99569
66 H 0.40928 -1.28444 -6.65363
67 H 0.68466 -2.51130 -5.40967
68 H 1.82553 -1.17803 -5.59545
69 H 1.40181 0.70732 -2.89204
70 H 1.49975 -1.02280 -2.74108
71 O 3.62707 0.30800 0.91757
72 N 2.88357 -0.22008 0.12210
73 O 3.23760 -0.87774 -0.84517
74 O 1.57837 -0.06378 0.34449

---

# 2
This record from the OMol25 dataset describes a gas-phase ion, C22H39F3NO (charge +1) at a distorted geometry. The level of theory is ωB97M-V/def2-TZVPD.

The gap between HOMO and LUMO comes out at 0.346 hartree. As for the structure (SMILES): C#CC[C@H]1CC[C@H](CCCCCCCCCCCC)C[N@H+]1COC(F)(F)F. As for the charge: +1.

Atoms and positions in Å:
1 C -3.22429 -4.87782 -0.85422
2 C -2.40390 -4.08209 -0.22219
3 C -1.50033 -2.90348 0.42668
4 C -0.29316 -3.49987 1.32255
5 C 1.18950 -3.25787 0.69835
6 C 1.98301 -2.00435 1.41868
7 C 0.83836 -0.91601 1.79103
8 C 1.45148 0.55282 2.20105
9 C 1.00297 1.56314 1.02712
10 C 1.62462 3.04902 1.12700
11 C 1.43205 3.76987 -0.34100
12 C 0.59640 5.14726 -0.26029
13 C -0.62097 5.28197 -1.31334
14 C -0.36756 4.59408 -2.75435
15 C -1.44981 3.40615 -2.93886
16 C -0.83630 1.91493 -2.97376
17 C 0.16386 1.62868 -4.22297
18 C 1.01547 0.25448 -4.04856
19 C 2.36282 0.51632 -3.18658
20 C -0.15204 -1.52828 2.90889
21 N -0.27613 -3.04177 2.75452
22 C -1.48315 -3.53476 3.54792
23 O -1.32078 -4.96313 3.76515
24 C -2.57713 -5.62672 3.93306
25 F -3.37162 -5.55191 2.72723
26 F -2.35697 -7.01444 4.22558
27 F -3.23156 -5.02704 5.06383
28 H -4.02240 -5.43652 -1.47465
29 H -1.02185 -2.27540 -0.42927
30 H -2.13944 -2.14989 1.03957
31 H -0.43887 -4.65584 1.33311
32 H 1.20139 -3.14134 -0.44391
33 H 1.80852 -4.21562 0.93695
34 H 2.40130 -2.42174 2.42685
35 H 2.83211 -1.59207 0.76388
36 H 0.20999 -0.77364 0.81678
37 H 2.60321 0.45733 2.30962
38 H 0.94126 0.86804 3.18747
39 H -0.15520 1.63627 0.90820
40 H 1.39460 1.09562 0.02985
41 H 1.05418 3.60472 1.95798
42 H 2.74256 3.07967 1.41720
43 H 0.98254 2.96060 -1.01899
44 H 2.50134 4.00350 -0.71373
45 H 1.30129 6.07127 -0.30189
46 H 0.11846 5.17903 0.80485
47 H -0.74951 6.42457 -1.51649
48 H -1.58528 4.95304 -0.78075
49 H 0.72057 4.28225 -2.94767
50 H -0.62076 5.39285 -3.56562
51 H -2.00095 3.57606 -3.93529
52 H -2.27976 3.39926 -2.11873
53 H -0.37083 1.57021 -1.96037
54 H -1.74299 1.19489 -3.13505
55 H -0.52927 1.51326 -5.15372
56 H 0.89378 2.51004 -4.36588
57 H 1.36278 -0.04928 -5.10940
58 H 0.40994 -0.62109 -3.61741
59 H 3.12254 -0.35670 -3.29708
60 H 2.08084 0.57865 -2.07330
61 H 2.88910 1.49783 -3.46876
62 H 0.29627 -1.29981 3.94218
63 H -1.21739 -1.10253 2.81852
64 H 0.54307 -3.51204 3.21252
65 H -1.40087 -3.03825 4.60060
66 H -2.47081 -3.23463 3.04030

---

# 3
This record from the OMol25 dataset describes a molecular structure, C22H40AlBF14N3Na2O8P at a distorted geometry. The level of theory is ωB97M-V/def2-TZVPD.

The gap between HOMO and LUMO comes out at 0.078 hartree. As for the charge: 0.

Atoms and positions in Å:
1 C -1.42652 0.65858 3.40782
2 C -1.27699 0.83080 1.86577
3 C -1.82091 -0.34655 1.05112
4 C -0.92488 -1.58956 0.97333
5 N -0.60034 -2.22038 2.25420
6 C 0.06626 -3.50692 2.05135
7 C 1.16819 -3.52950 0.94997
8 N 0.82857 -2.72953 -0.25064
9 C 0.31555 -1.34279 0.08981
10 C -0.06330 -0.63737 -1.17478
11 O -1.10337 -1.41281 -1.71328
12 C -1.86281 -0.70392 -2.69774
13 C 1.48055 -0.61709 0.81256
14 O 1.66748 0.69411 0.33931
15 C 2.26468 1.50815 1.32337
16 C 2.11395 2.98971 0.92226
17 H -0.49045 0.98693 3.88140
18 H -1.60709 -0.41074 3.72593
19 H -2.20750 1.37707 3.75870
20 H -0.24596 1.11061 1.64821
21 H -1.87850 1.70094 1.58684
22 H -2.12637 0.01727 0.06453
23 H -2.75963 -0.68465 1.54487
24 H -1.51843 -2.34289 0.42941
25 H -0.07682 -1.60520 2.86265
26 H -0.64755 -4.32357 1.88188
27 H 0.57190 -3.76997 2.98960
28 H 1.31073 -4.56587 0.61962
29 H 2.12461 -3.23269 1.38831
30 H 0.04823 -3.20447 -0.72651
31 H 1.58944 -2.67133 -0.93611
32 H 0.80541 -0.50522 -1.84253
33 H -0.44268 0.39222 -0.88081
34 H -1.12547 -0.12585 -3.26406
35 H -2.39415 -1.42845 -3.31627
36 H -2.55671 -0.01377 -2.19811
37 H 2.41230 -1.16209 0.55332
38 H 1.42499 -0.62497 1.91221
39 H 1.75213 1.41163 2.30408
40 H 3.31603 1.23281 1.51282
41 H 1.07665 3.24911 1.15773
42 H 2.35882 3.15307 -0.12573
43 H 2.73848 3.56325 1.61713
44 B 0.24475 -3.72347 -4.39804
45 F 1.00672 -2.56047 -4.29172
46 F 0.13031 -4.33073 -3.11497
47 F -1.03274 -3.41279 -4.88722
48 F 0.90477 -4.62789 -5.27060
49 Al -3.29035 -0.19807 4.45205
50 C -3.56278 7.32855 0.47741
51 C -4.83913 6.63568 0.05241
52 O -4.77958 5.22609 0.33664
53 C -5.03793 4.86843 1.58149
54 O -5.31008 5.60490 2.48169
55 C -4.97736 3.34286 1.70118
56 F -3.90357 2.83187 1.09541
57 F -6.05068 2.76628 1.14707
58 F -4.93334 2.93753 2.98597
59 H -2.69782 6.84874 0.01642
60 H -3.58330 8.37873 0.18722
61 H -3.42646 7.27168 1.55825
62 H -4.96760 6.72245 -1.02438
63 H -5.71649 7.08195 0.52040
64 F 6.02222 -4.29248 -5.95067
65 P 4.66150 -4.30401 -5.02925
66 F 4.64439 -4.72641 -3.43162
67 F 3.06853 -4.69383 -4.96134
68 F 4.03797 -3.28871 -6.14808
69 F 5.27918 -2.96139 -4.31984
70 F 4.90292 -5.92618 -5.31521
71 F -1.24078 1.84534 -0.82760
72 N 0.78331 7.65510 2.13343
73 C -0.11076 6.65186 2.38416
74 C 0.52836 5.69611 3.12704
75 C 1.86002 6.14325 3.33716
76 C 1.98491 7.35563 2.71416
77 H 0.58799 8.48446 1.60407
78 H -1.11937 6.70397 2.01213
79 H 0.09032 4.77735 3.48160
80 H 2.63675 5.63323 3.88297
81 H 2.82175 8.02804 2.63263
82 C 4.60569 -5.20440 -0.43177
83 O 4.65851 -6.44386 -0.58237
84 O 3.55842 -4.55693 -0.12451
85 O 5.58742 -4.42198 -0.54663
86 Na 1.46766 -6.77940 -5.64738
87 Na 6.27035 -7.32216 -0.49114
88 C -0.81245 -7.72815 -2.32559
89 O -0.99570 -7.56332 -3.61967
90 H -0.84770 -6.79019 -1.71086
91 H -1.55177 -8.37061 -1.79682
92 H 0.16448 -8.16076 -2.00921

---

Taking the records one at a time from the top gives DFT total energy values of -122899.8808 -35122.1027 -107751.7062 eV.